(1)
The following is a DFT calculation (ωB97M-V with the def2-TZVPD basis set) of a molecular structure, C24H32Cl4N2O5P2Ru in a non-equilibrium geometry.

The geometry in ORCA input format:
```
! RIJCOSX wB97M-V def2-TZVPD def2/J DEFGRID3
* xyz 1 2
Ru -0.30 0.34 0.06
C -1.54 0.35 4.51
N -2.33 -0.42 3.55
C -3.24 -1.43 4.11
C -2.23 -0.17 2.26
O -1.53 0.78 1.82
C -3.01 -1.02 1.26
O -2.14 -1.51 0.25
C -1.51 -2.74 0.57
C -0.17 -2.49 1.24
O 0.13 -1.34 1.62
N 0.62 -3.53 1.43
C 2.01 -3.32 1.84
C 0.17 -4.90 1.18
H -1.01 -0.34 5.17
H -2.18 1.00 5.11
H -0.82 0.95 3.97
H -3.20 -1.35 5.20
H -2.94 -2.44 3.84
H -4.27 -1.26 3.81
H -3.73 -0.36 0.77
H -3.54 -1.84 1.72
H -1.35 -3.28 -0.37
H -2.16 -3.35 1.21
H 2.27 -2.28 1.67
H 2.64 -3.96 1.23
H 2.15 -3.56 2.89
H -0.68 -5.16 1.82
H 0.99 -5.57 1.42
H -0.10 -5.04 0.14
C 0.50 2.99 2.13
P 0.96 2.10 0.62
C 2.74 1.85 0.72
C 0.68 3.38 -0.64
C 1.58 4.40 -0.93
C 1.26 5.37 -1.87
C 0.03 5.33 -2.51
C -0.88 4.31 -2.23
C -0.54 3.33 -1.30
P -1.62 1.91 -0.95
C -2.45 1.46 -2.49
C -2.95 2.65 0.05
H 1.05 3.93 2.16
H 0.72 2.41 3.02
H -0.57 3.20 2.10
H 3.23 2.74 1.12
H 3.12 1.62 -0.27
H 2.95 1.01 1.38
H 2.55 4.44 -0.44
H 1.96 6.15 -2.10
H -0.23 6.08 -3.25
H -1.83 4.28 -2.75
H -3.18 2.23 -2.74
H -2.96 0.50 -2.36
H -1.71 1.36 -3.28
H -3.11 3.67 -0.29
H -2.68 2.65 1.10
H -3.88 2.09 -0.08
Cl 1.01 -0.51 -6.63
C 0.86 -0.83 -4.95
C 0.87 -2.14 -4.48
Cl 1.05 -3.46 -5.56
C 0.73 -2.38 -3.10
Cl 0.77 -4.00 -2.47
C 0.58 -1.33 -2.21
O 0.46 -1.43 -0.90
C 0.56 -0.03 -2.70
O 0.39 0.93 -1.77
C 0.71 0.23 -4.04
Cl 0.74 1.88 -4.58
*
```

The value obtained for the energy relative to the best compared isomer or geometry (same formula, charge and spin) is 159.7 kJ/mol. For the frontier orbital gap (spin up / spin down), the calculation gives 6.97 / 6.88 eV. As for the expectation value of S²: 0.76. Its largest force on an atom is 1.10 eV/A.

(2)
The following is a DFT calculation (ωB97M-V with the def2-TZVPD basis set) of a molecular structure, C3H3Br3S in a non-equilibrium geometry.

The geometry in ORCA input format:
```
! RIJCOSX wB97M-V def2-TZVPD def2/J DEFGRID3
* xyz 0 1
C -0.22 -0.42 -0.32
C -1.11 0.39 0.53
C 1.32 -0.16 -0.38
S -0.72 -1.47 -1.43
Br -2.92 -0.37 0.58
Br 2.43 -1.08 0.89
Br 1.67 1.75 -0.28
H -0.61 0.49 1.59
H -1.34 1.31 0.15
H 1.50 -0.43 -1.34
*
```

The value obtained for the energy relative to the best compared isomer or geometry (same formula, charge and spin) is 8.3 kJ/mol. For the frontier orbital gap, the calculation gives 8.10 eV. Its largest force on an atom is 4.19 eV/A.

(3)
The following is a DFT calculation (ωB97M-V with the def2-TZVPD basis set) of a molecular structure, C15H31ClP2Sn in a non-equilibrium geometry.

The geometry in ORCA input format:
```
! RIJCOSX wB97M-V def2-TZVPD def2/J DEFGRID3
* xyz 0 1
P -0.41 -2.03 -1.15
P -0.11 2.03 -1.44
C -0.81 -0.63 -2.22
C 0.29 0.47 -2.28
H -1.81 -0.22 -1.96
H -0.89 -1.05 -3.24
H 1.27 0.14 -1.89
H 0.45 0.77 -3.34
C -1.63 2.69 -2.16
H -2.08 3.40 -1.45
H -2.33 1.88 -2.40
H -1.32 3.22 -3.07
C 1.18 3.24 -1.84
H 0.80 3.81 -2.71
H 2.12 2.73 -2.10
H 1.33 3.92 -0.98
C -1.84 -3.04 -0.90
H -1.76 -3.63 0.02
H -1.92 -3.73 -1.75
H -2.75 -2.42 -0.86
C 0.84 -2.91 -2.08
H 1.70 -2.27 -2.29
H 0.39 -3.23 -3.03
H 1.18 -3.80 -1.53
Sn -2.19 -1.47 3.52
C 0.82 2.17 1.18
C -0.34 1.91 0.34
C -1.23 0.65 0.71
C -0.55 -0.62 1.21
C 0.49 -1.37 0.28
C 1.83 -0.88 0.12
C 2.48 0.26 0.71
C 1.76 1.23 1.73
C -0.34 -1.69 4.75
H 0.94 3.23 1.46
H -1.02 2.79 0.48
H -1.91 0.39 -0.12
H -1.92 1.00 1.49
H -0.08 -0.42 2.18
H -1.37 -1.37 1.29
H 0.61 -2.38 0.77
H 2.50 -1.64 -0.29
H 2.86 0.88 -0.11
H 3.37 -0.14 1.22
H 1.38 0.66 2.60
H 2.57 1.84 2.17
H -0.28 -0.83 5.45
H 0.55 -1.74 4.09
H -0.50 -2.65 5.29
Cl -2.30 0.83 4.11
*
```

The value obtained for the energy relative to the best compared isomer or geometry (same formula, charge and spin) is 511.7 kJ/mol. For the frontier orbital gap, the calculation gives 4.24 eV. Its largest force on an atom is 3.11 eV/A.

(4)
The following is a DFT calculation (ωB97M-V with the def2-TZVPD basis set) of a molecular structure, C15H29Br3Cl4FKNO7P in a non-equilibrium geometry.

The geometry in ORCA input format:
```
! RIJCOSX wB97M-V def2-TZVPD def2/J DEFGRID3
* xyz 0 1
C 0.75 3.53 0.04
C 1.06 2.40 0.37
P 1.89 0.96 0.67
O 1.11 -0.18 -0.13
C 3.56 0.87 0.04
C 4.26 2.20 -0.30
C 5.38 2.52 0.68
N 5.22 3.62 1.50
O 6.39 1.86 0.68
C 1.75 0.52 2.42
C 2.42 1.45 3.39
O 2.58 1.23 4.54
F 2.80 2.62 2.85
H 0.51 4.49 -0.35
H 0.17 0.07 -0.18
H 4.18 0.26 0.70
H 3.47 0.30 -0.89
H 4.73 2.08 -1.27
H 3.58 3.05 -0.37
H 5.43 3.43 2.47
H 4.31 4.06 1.43
H 2.20 -0.46 2.57
H 0.69 0.49 2.69
O 1.55 3.57 6.52
H 1.74 2.93 5.83
H 2.04 3.24 7.28
C 5.04 -1.48 -2.86
Br 6.26 -1.43 -1.37
Br 3.38 -2.34 -2.39
Br 4.72 0.29 -3.55
H 5.50 -2.06 -3.64
C -3.13 3.75 1.95
Cl -4.62 3.12 1.28
Cl -3.34 5.41 2.49
Cl -2.64 2.73 3.29
Cl -1.80 3.70 0.69
O -5.79 1.40 4.06
H -5.69 1.83 3.20
C -7.35 0.12 -0.40
C -7.06 0.20 1.11
C -8.32 -0.23 1.87
O -6.74 1.49 1.38
H -8.17 0.78 -0.71
H -6.46 0.42 -0.91
H -7.62 -0.90 -0.73
H -6.28 -0.58 1.34
H -9.15 0.43 1.62
H -8.12 -0.18 2.94
H -8.61 -1.26 1.62
C 2.22 -6.70 -4.19
C 0.97 -5.88 -4.45
C 1.22 -4.78 -5.47
O 0.50 -5.31 -3.22
H 3.02 -6.07 -3.80
H 2.02 -7.48 -3.46
H 2.58 -7.17 -5.11
H 0.17 -6.52 -4.80
H 1.99 -4.09 -5.10
H 0.31 -4.20 -5.63
H 1.55 -5.19 -6.42
H 1.19 -4.73 -2.89
K -4.98 0.86 -1.19
*
```

For the frontier orbital gap, the calculation gives 1.96 eV. Its largest force on an atom is 5.42 eV/A.